# 1
Here is a 7-piece molecular cluster, C10H37BO11 overall at a distorted geometry from the OMol25 dataset. Energies are from the ωB97M-V functional and the def2-TZVPD basis.

The calculation puts the total energy at -1255.51214 hartree. The calculation puts the LUMO energy at 0.07 eV. Its total charge is 0. The multiplicity is 1. The HOMO energy is -9.141 eV. The value obtained for the orbital gap is 9.2 eV.

```
59
Properties=species:S:1:pos:R:3:forces:R:3:nbo_charge:R:1
O 0.85291 0.70565 -0.38232 -0.624 0.344 0.501 -0.86
H 1.60630 0.68487 -1.01473 -0.179 -0.308 -0.098 0.57
H 0.23061 -0.04918 -0.50790 0.126 -0.110 -0.166 0.57
H 0.32563 1.58960 -0.52337 0.392 0.031 -0.214 0.57
B -0.59970 3.34207 -0.73569 -0.793 0.320 0.258 -0.75
H -1.73355 3.10716 -0.92301 -1.188 -0.615 -0.161 -0.03
H -0.36455 3.21180 0.40272 0.524 -0.052 1.244 -0.04
H 0.06135 2.65099 -1.40226 0.836 -0.732 -0.965 -0.05
H -0.50144 4.46487 -1.02238 0.574 1.016 -0.324 0.02
C 3.14887 -2.10684 0.94332 1.172 -0.541 0.181 -0.10
C 2.97256 -2.33091 -0.54931 -0.365 1.012 -0.194 -0.10
O 1.63017 -2.00870 -0.95477 0.263 -0.461 -0.099 -0.75
O 2.64039 -3.12662 1.79198 -0.467 0.029 -0.190 -0.75
H 2.84348 -1.10121 1.24228 -0.531 -0.054 -0.173 0.19
H 4.23403 -2.11408 1.12023 -0.075 -0.135 0.038 0.17
H 3.29982 -3.29797 -0.94115 -0.284 -0.312 0.507 0.17
H 3.61015 -1.61851 -1.08241 -0.080 0.197 0.168 0.17
H 1.05756 -2.54753 -0.39783 -0.250 0.078 0.041 0.48
H 1.66016 -3.14751 1.81761 0.672 0.277 -0.254 0.49
C 3.81367 1.81291 -2.05284 -0.168 1.385 0.400 -0.10
C 3.35856 0.87038 -3.11933 0.346 -1.476 -0.282 -0.09
O 1.97081 0.65409 -2.93357 -0.357 0.638 0.367 -0.75
O 3.55710 1.31306 -0.73730 0.097 -0.283 -0.389 -0.74
H 3.24143 2.74648 -2.11825 -0.109 -0.136 -0.215 0.20
H 4.85220 2.13251 -2.15561 0.098 -0.406 -0.201 0.19
H 3.85465 -0.10616 -3.00492 0.187 0.182 0.100 0.16
H 3.60574 1.19758 -4.13339 -0.133 0.445 0.134 0.18
H 1.57065 0.10274 -3.60721 0.249 -0.179 -0.119 0.49
H 4.39198 1.20641 -0.27804 -0.044 -0.114 0.117 0.49
C -3.41108 0.79375 2.91871 -0.164 -0.298 -0.179 -0.08
C -2.92757 1.06372 1.51044 -0.728 0.889 -0.515 -0.10
O -1.54054 1.33648 1.47115 -0.394 -0.253 -0.039 -0.81
O -3.18967 1.87483 3.79070 -0.122 0.072 0.143 -0.71
H -2.99863 -0.13447 3.33558 0.315 0.003 -0.132 0.15
H -4.48582 0.60390 2.86726 -0.063 0.256 0.085 0.18
H -3.44037 1.94188 1.09378 -0.061 0.173 0.507 0.19
H -3.29985 0.30277 0.80786 0.695 -0.601 0.221 0.15
H -1.41138 2.16930 0.95727 0.369 -0.339 0.079 0.55
H -2.24247 2.04178 3.84414 0.014 -0.014 -0.154 0.48
C -1.87222 -0.38255 -2.43577 -0.457 0.045 -0.028 -0.08
C -3.06568 0.55336 -2.34255 0.039 -0.292 0.096 -0.10
O -4.23329 -0.25858 -2.16711 0.049 0.052 0.009 -0.74
O -1.43384 -0.79841 -1.15038 1.004 0.228 0.399 -0.76
H -1.04405 0.11870 -2.93778 0.133 0.074 0.309 0.18
H -2.11643 -1.26992 -3.02490 -0.194 0.119 -0.152 0.18
H -3.12249 1.18461 -3.23547 -0.186 -0.171 -0.060 0.17
H -2.96304 1.21547 -1.48187 0.349 0.065 -0.096 0.20
H -4.81349 0.18963 -1.54708 -0.105 -0.007 -0.090 0.47
H -2.01903 -1.42686 -0.72571 -0.341 0.012 -0.273 0.49
C -0.16452 -1.46930 3.27180 -0.209 -0.564 -0.144 -0.09
C -0.98710 -2.50283 2.48923 -0.722 0.827 0.118 -0.09
O -0.15518 -3.17881 1.54322 -0.444 -0.059 0.025 -0.75
O 0.28573 -0.51988 2.34454 0.453 0.236 0.147 -0.75
H 0.69236 -1.91643 3.77926 0.189 -0.123 -0.335 0.19
H -0.74123 -1.03048 4.09267 -0.374 0.006 -0.183 0.17
H -1.73196 -1.88070 1.97276 0.080 -0.043 -0.340 0.15
H -1.61513 -3.20971 3.04005 0.575 -0.126 0.504 0.17
H -0.73343 -3.77977 1.05983 0.276 -0.103 0.001 0.48
H -0.41014 0.13057 2.11784 0.135 -0.109 0.065 0.51
```
Positions in Å, forces in eV/Å.

---

# 2
Here is C10H37FeO9 as an isolated structure at a distorted geometry from the OMol25 dataset. Energies are from the ωB97M-V functional and the def2-TZVPD basis.

The calculation puts the total energy at -2343.87931 hartree. The calculation puts the LUMO energy (spin up / spin down) at -0.69 / -2.52 eV. Its total charge is 0. Its expectation value of S² is 8.7552. The multiplicity is 6. The HOMO energy (spin up / spin down) is -9.018 / -9.375 eV. The value obtained for the orbital gap (spin up / spin down) is 8.3 / 6.9 eV.

```
57
Properties=species:S:1:pos:R:3:forces:R:3:nbo_charge:R:1
Fe 1.73154 0.95028 -4.32796 -1.173 -0.614 2.461 0.87
C -0.22358 0.10725 -0.24907 0.363 0.344 -1.323 -0.64
C 0.02786 1.05812 -1.42491 -0.197 0.307 0.133 -0.05
O 0.76382 0.42472 -2.44713 1.199 0.393 -2.061 -1.09
H -0.88610 0.60372 0.45993 0.185 -0.328 0.273 0.22
H 0.76066 -0.16354 0.13310 -0.230 0.105 0.569 0.21
H -0.65277 -0.81476 -0.64123 -0.340 0.032 0.248 0.21
H 0.50037 1.96479 -1.04703 0.605 0.094 0.081 0.15
H -0.90672 1.46735 -1.80858 -0.543 -0.337 -0.135 0.13
C 1.28110 -1.74727 2.86599 0.008 -0.992 0.760 -0.63
C 0.44219 -3.01888 3.21037 -0.288 1.888 -0.909 -0.05
O -0.75864 -3.00213 2.47957 -1.179 -0.170 0.653 -0.76
H 0.70817 -0.85508 3.11866 -0.224 -0.066 -0.160 0.20
H 1.61718 -1.68098 1.83122 0.069 -0.189 0.050 0.20
H 2.11477 -1.76926 3.56785 0.471 0.193 -0.260 0.20
H 0.13005 -2.83179 4.23783 0.081 -0.574 0.176 0.17
H 0.96731 -3.96876 3.10989 0.259 0.087 0.010 0.16
H -0.68063 -3.11825 1.52982 0.856 -0.096 -0.265 0.50
C -1.41285 3.89410 1.31927 0.643 0.091 0.794 -0.63
C -0.62518 3.00136 2.30847 -1.650 0.012 -0.209 -0.06
O -0.28448 3.70911 3.47387 0.610 0.911 0.016 -0.73
H -1.92434 3.20669 0.64550 0.025 0.359 -0.325 0.21
H -0.79522 4.64028 0.81943 0.291 -0.417 -0.397 0.21
H -2.13769 4.53361 1.82298 -0.269 -0.467 0.322 0.22
H 0.18501 2.48934 1.78932 0.419 0.185 0.138 0.16
H -1.34125 2.24437 2.62828 -0.021 -0.501 -0.200 0.15
H 0.25276 3.18794 4.07500 -0.023 -0.216 -0.167 0.47
C -3.97262 -0.61016 -0.89921 1.264 -0.201 1.290 -0.64
C -3.62864 -2.03309 -0.38161 0.245 1.391 -0.147 -0.05
O -4.58990 -2.90500 -0.82746 -1.350 -1.714 -0.709 -0.72
H -3.17656 0.06279 -0.58055 0.255 0.166 -0.060 0.19
H -4.84262 -0.23534 -0.36003 -0.352 -0.176 -0.556 0.21
H -4.00780 -0.54636 -1.98677 -0.401 -0.167 0.102 0.21
H -3.65666 -2.11493 0.70496 0.219 0.438 0.070 0.18
H -2.65245 -2.38181 -0.71856 0.355 0.312 0.054 0.14
H -4.33413 -3.21947 -1.69769 -0.205 -0.025 -0.062 0.46
C 3.23564 1.58784 0.47607 0.355 -0.173 1.528 -0.64
C 4.51665 0.78796 0.58073 0.773 0.096 -0.768 -0.06
O 4.36597 -0.34763 -0.23527 -0.122 -1.331 -0.740 -0.76
H 2.47966 1.03363 1.03236 -0.260 -0.028 -0.154 0.21
H 2.88611 1.72678 -0.54697 0.303 0.157 0.073 0.22
H 3.38528 2.50635 1.04355 -0.256 0.368 -0.360 0.22
H 4.83329 0.42275 1.55769 -0.680 0.320 0.438 0.18
H 5.40404 1.30928 0.22175 -0.112 0.585 -0.064 0.16
H 5.03264 -0.36476 -0.92581 -0.026 -0.041 0.089 0.48
O 0.15243 -3.30495 -0.18133 -0.736 -0.465 0.404 -0.98
H 0.80355 -2.70307 -0.54190 0.884 0.342 -0.323 0.50
H -0.42194 -3.50763 -0.91973 -0.142 -0.197 -0.168 0.47
O -1.09133 -1.28963 -3.96186 -0.325 -0.482 -0.351 -0.94
H -0.52033 -1.11290 -3.21423 0.378 0.376 0.386 0.49
H -1.01380 -0.51053 -4.51251 -0.108 0.164 -0.043 0.45
O -1.77949 2.88817 -4.12045 0.040 0.195 -0.047 -0.93
H -1.27631 2.29972 -3.55762 0.081 -0.210 0.341 0.46
H -1.66942 2.53015 -5.00132 -0.109 -0.023 -0.300 0.46
O 2.18949 -1.86439 -1.42493 -0.140 -0.820 -0.059 -0.99
H 1.66013 -1.11044 -1.68487 -0.311 0.840 -0.448 0.49
H 2.83581 -1.50564 -0.81683 0.535 0.269 0.313 0.50
```
Positions in Å, forces in eV/Å.